# 1
This record from OMol25 describes a cluster of 2 separate species, C2H8N in total in a non-equilibrium geometry. The level of theory is ωB97M-V/def2-TZVPD.

Geometry (Å):
N 0.7638 -0.6126 -1.4826
C -0.5943 0.0905 1.7173
C -0.7962 0.9441 0.6984
H -0.8662 -0.9576 1.7117
H -0.0294 1.6626 0.4487
H 1.7098 -0.5119 -1.8817
H -1.7343 0.8856 0.1517
H 0.0069 0.3892 2.5741
H 0.8971 -1.4681 -0.9386
H 0.0523 -0.5634 -2.2086
H 0.5905 0.1416 -0.7904

Properties
* E: -3685.246 eV
* frontier orbital gap: 9.5 eV
* charge: +1

=====

# 2
This record from OMol25 describes an isolated molecule of C8H12INO2 in a non-equilibrium geometry. The level of theory is ωB97M-V/def2-TZVPD.

Geometry (Å):
I 3.3045 -0.0086 0.2589
O -2.6012 -0.0661 1.1278
O 0.7042 1.1695 2.5539
N 1.6100 0.8796 0.3334
C 0.1244 0.5403 0.1828
C -1.8729 -0.8922 0.3595
C 0.7681 -2.9149 0.1482
C 0.7703 0.9542 1.4067
C 0.1036 -1.9035 -0.8348
C 0.1383 2.9840 -0.5535
C -0.6485 -0.7735 -0.0956
C -0.4527 1.5484 -0.8115
H 1.8052 -3.1800 -0.0568
H -2.4830 -1.8473 0.1388
H -1.5141 1.5406 -0.7889
H -0.5677 -2.3861 -1.5816
H -0.3782 3.5860 -1.2236
H -2.0305 0.7292 1.5144
H 0.8944 -2.5218 1.0955
H 0.8257 -1.4006 -1.4886
H 0.4109 -3.8149 0.3053
H -0.1217 3.3860 0.4312
H 1.1502 3.0459 -0.6920
H 0.0607 1.3456 -1.7294

Properties
* E: -22172.138 eV
* SMILES: CC/C(=C/O)[C@@]1(CC)C(=O)N1I
* frontier orbital gap: 8.7 eV
* charge: 0

=====

# 3
This record from OMol25 describes a structure of composition C6H6S2 in a non-equilibrium geometry. The level of theory is ωB97M-V/def2-TZVPD.

Geometry (Å):
S -0.6387 0.9412 0.4116
S -1.8306 -0.6272 2.6660
C 0.1045 -1.9987 0.8653
C 0.6852 1.6100 -1.7632
C -1.3169 -0.6193 1.0267
C -0.2131 0.6331 -1.3240
C 1.6486 2.2647 -2.0247
C 1.2497 -2.2951 0.9786
H -1.1552 0.6191 -1.9981
H -1.1218 0.3376 3.0412
H 0.2962 -0.3349 -1.3162
H 2.1022 -2.7517 1.2799
H -2.0598 -0.8740 0.3474
H 2.2498 3.0954 -2.1905

Properties
* E: -27982.882 eV
* frontier orbital gap: 9.7 eV
* charge: 0

=====

# 4
This record from OMol25 describes an isolated molecule of C17H19N3O3S2 in a non-equilibrium geometry. The level of theory is ωB97M-V/def2-TZVPD.

Geometry (Å):
S 3.2959 -1.9483 -1.0138
S 0.7372 3.5813 -0.0280
O -3.6497 -0.0865 1.4479
O 3.1960 2.3373 1.5602
O 0.9306 -1.7453 1.7644
N 1.6570 0.0433 -1.3955
N 3.1872 0.4040 0.3468
N 0.2883 -2.2999 -0.3614
C -1.6534 -1.1933 0.6169
C -2.8009 -1.0959 -1.9096
C 1.1487 -2.2422 0.6810
C -0.6013 2.9817 -1.1704
C -0.9758 -1.7092 -0.4818
C 2.6440 -0.3278 -0.6487
C -1.5471 -1.6599 -1.7487
C -3.1183 -0.0831 2.7533
C 2.4998 -2.8679 0.3633
C -3.4845 -0.5818 -0.8274
C 4.2792 -0.0797 1.1624
C 2.6893 1.6910 0.6712
C 1.1118 1.2473 -1.1496
C 1.5815 2.0702 -0.1646
C -1.8098 2.5980 -0.3340
C -2.9108 -0.6253 0.4453
C -0.0285 1.7933 -1.9481
H -3.2470 -1.0574 -2.8920
H 2.3996 -3.8940 0.0121
H -0.7884 1.0261 -2.1048
H -2.1813 0.4796 2.8057
H -0.8417 3.8203 -1.8242
H 4.8134 0.7901 1.5440
H -2.9506 -1.0997 3.1211
H 0.3478 2.1013 -2.9276
H 3.1383 -2.8399 1.2453
H 0.6643 -2.6457 -1.2358
H -1.1865 -1.2402 1.5847
H -3.8675 0.4066 3.3730
H -2.6261 2.2714 -0.9752
H 3.8886 -0.6437 2.0118
H -2.1468 3.4445 0.2592
H -1.5526 1.7821 0.3375
H 4.9434 -0.7048 0.5685
H -1.0105 -2.0551 -2.5980
H -4.4627 -0.1422 -0.9365

Properties
* E: -50221.660 eV
* SMILES: COc1cccc(NC(=O)CSc2nc3c(c(=O)n2C)S[C@H](C)C3)c1
* frontier orbital gap: 8.0 eV
* charge: 0

=====

# 5
This record from OMol25 describes a cluster of 9 separate species, C18H54O10 in total in a non-equilibrium geometry. The level of theory is ωB97M-V/def2-TZVPD.

Geometry (Å):
O -4.0039 -1.2482 -3.9439
O 1.0242 -0.3562 2.2510
O 0.0699 -0.2041 -7.2056
O -0.4040 3.2724 -0.7939
O -4.6540 0.6389 2.3341
O -1.3248 6.1265 -1.7138
O 0.6886 5.4536 2.8435
O -0.8663 -2.3061 3.0769
O 4.4833 -2.5816 -1.7742
O -0.0913 0.5567 0.0118
C 0.4540 -1.1611 -6.2412
C -0.2552 -4.4418 3.8651
C 0.5825 -1.5784 -0.8972
C -1.4155 4.1269 -0.3579
C 3.1272 0.6998 2.5809
C -3.1364 -0.3453 0.7884
C -3.1515 -1.6637 -2.8673
C 0.8075 4.3141 3.6053
C 0.2102 -0.6059 -4.8060
C 0.5251 -0.0805 -1.0316
C 5.1952 -2.2671 -0.6004
C -2.5042 -3.0045 -3.3022
C -0.5807 -3.6154 2.5956
C 2.1187 -0.3437 3.1308
C -1.0502 5.6173 -0.4839
C -3.5691 0.9203 1.5285
C 4.1931 -2.6407 0.5011
C 0.0916 3.1668 2.9320
H -3.7190 1.7060 0.7879
H -0.4180 -2.0110 -0.8990
H -0.0899 0.0715 -1.9186
H -0.9248 3.4458 2.6541
H -1.1505 -4.5018 4.4840
H -0.0316 5.8391 -0.1656
H 1.5063 0.3530 -1.2251
H 2.5768 -1.3326 3.1453
H 1.8662 4.0832 3.7229
H 6.1445 -2.7900 -0.4844
H -2.4765 -0.8280 -2.6826
H -2.6656 -0.0379 -0.1454
H -1.7202 3.8819 0.6596
H 0.4096 4.5690 4.5876
H -3.2871 -3.7607 -3.3608
H 0.3583 -0.9341 2.6308
H 5.4276 -1.2035 -0.5461
H -0.0511 -2.1248 -6.3055
H -2.2854 3.9076 -0.9770
H -1.7131 6.1816 0.1720
H 0.8709 0.2514 -4.6773
H -2.7242 1.3538 2.0636
H -0.0469 -5.4163 3.4234
H -0.8607 6.9658 -1.7563
H 3.3063 -2.0081 0.4630
H 1.1410 -2.0859 -1.6836
H 0.6044 2.8617 2.0198
H -2.1315 -3.0018 -4.3265
H -1.5088 -3.8982 2.0990
H -3.6983 -1.8721 -1.9477
H -0.8279 -0.2977 -4.6809
H -1.8047 -3.3511 -2.5414
H -0.1983 5.7814 3.0091
H 0.1507 -3.5449 1.7904
H 2.8882 1.7195 2.8828
H 3.8484 -3.6746 0.5192
H -3.9204 -0.2924 -3.9133
H 4.1210 0.4597 2.9588
H -3.9423 -1.0514 0.5879
H -0.4483 2.4455 -0.3082
H 0.3424 0.2950 0.8273
H -4.4118 1.0095 3.1859
H 0.9829 -1.9880 0.0302
H 0.5913 -4.0267 4.4121
H 4.9219 -2.3832 -2.6048
H -1.5910 -2.4520 3.6893
H 0.4777 -1.3167 -4.0241
H 4.5804 -2.4614 1.5041
H 0.0258 2.2662 3.5425
H 1.5151 -1.3077 -6.4431
H 1.8392 -0.1082 4.1577
H 3.2392 0.6478 1.4979
H 0.7303 0.4920 -7.1781
H -2.3822 -0.9747 1.2609

Properties
* E: -40012.858 eV
* SMILES: OCCO.CCO.CCO.CCO.CCO.CCO.CCO.CCO.CCO
* frontier orbital gap: 9.6 eV
* charge: 0

=====

# 6
This record from OMol25 describes the ion C9H12BrSSi with charge -1 in a non-equilibrium geometry. The level of theory is ωB97M-V/def2-TZVPD.

Geometry (Å):
Br 2.2432 1.8494 -0.0166
S 4.4817 -0.5363 -0.0978
Si -0.8849 0.8128 0.0186
C -2.5941 -0.0094 -0.1245
C -0.9617 1.7738 1.5898
C -0.8711 1.8254 -1.5844
C 1.8268 -0.0323 -0.0317
C 0.3679 -1.8597 0.0180
C 0.5364 -0.4642 0.0744
C 2.8939 -0.9433 0.0538
C 1.3877 -2.7930 0.0141
C 2.6739 -2.3494 0.1449
H 1.0216 -3.7651 -0.0458
H -1.9823 2.2298 1.9121
H -1.4283 2.7789 -1.5456
H -0.8427 1.1917 2.5265
H -1.5496 1.4019 -2.3048
H 0.1033 2.0382 -1.9203
H -0.2284 2.6423 1.7738
H -3.0029 -0.3805 0.8871
H -2.5537 -0.9787 -0.8163
H -3.3660 0.7496 -0.6212
H 3.4301 -3.1143 0.1674
H -0.7007 -2.0680 -0.0716

Properties
* E: -98284.091 eV
* SMILES: C[Si](C)(C)c1cccc([S-])c1Br
* frontier orbital gap: 6.0 eV
* charge: -1